1.
DFT (ωB97M-V/def2-TZVPD) results for a cluster of 3 separate species, CH7NO2 in total in a non-equilibrium geometry.

Summary:
Structure (SMILES): C=N.O.O
HOMO energy (eV): -10.22
E_tot (Ha): -247.4802
HOMO-LUMO gap (eV): 11.02
Energy above the lowest of the compared OMol25 structures with the same formula, charge and spin (eV): 1.064

```
11
Properties=species:S:1:pos:R:3:forces:R:3:mulliken_charge:R:1
C -1.0307 0.3842 -2.6883 -0.7 0.3 1.4 -0.2271
N -1.2877 0.2310 -1.4406 0.9 -0.5 -1.1 -0.4509
H -0.1997 -0.1315 -3.1486 0.4 -0.4 0.4 0.2374
H -1.5142 1.0090 -3.4401 -0.7 0.3 0.4 0.2384
H -2.0742 0.6834 -0.9658 0.1 0.3 -1.0 0.2187
H 1.0328 0.4279 4.1863 0.3 0.9 -0.4 0.3174
H -0.5336 0.0863 4.1643 2.3 -0.4 0.4 0.3276
O 0.3944 -0.2263 4.4163 -2.7 -0.6 0.0 -0.6452
H 1.8333 -0.1234 -0.6660 -1.1 2.7 -1.0 0.2948
H 1.3026 -1.3982 -0.0647 -0.9 -0.2 0.2 0.3226
O 2.0771 -0.9424 -0.3528 2.0 -2.5 0.8 -0.6337
```
Positions in Å, forces in eV/Å.



2.
DFT (ωB97M-V/def2-TZVPD) results for a cluster of 3 separate species, CH7NO3 in total in a non-equilibrium geometry.

Summary:
Structure (SMILES): NC=O.O.O
HOMO energy (eV): -10.69
E_tot (Ha): -322.7887
HOMO-LUMO gap (eV): 11.48
Energy above the lowest of the compared OMol25 structures with the same formula, charge and spin (eV): 0.000

```
12
Properties=species:S:1:pos:R:3:forces:R:3:mulliken_charge:R:1
C -0.6436 -0.8789 -0.3140 -0.6 -0.2 1.8 0.1476
N -1.4207 -0.5615 -1.3555 0.7 0.5 -0.2 -0.3285
O 0.0893 -0.1120 0.2990 0.5 0.4 -0.8 -0.7346
H -0.7479 -1.8614 0.1535 -0.4 -0.4 -0.5 0.3826
H -1.2149 0.3432 -1.7703 -0.4 0.0 -0.1 0.2333
H -2.3109 -0.9944 -1.4997 0.1 -0.4 -0.2 0.2239
H 1.7730 0.2214 3.2661 -0.1 0.1 -0.1 0.3020
H 0.7352 -0.2482 2.2237 0.0 0.2 -0.4 0.3621
O 1.2989 -0.5470 2.9398 0.1 -0.3 0.5 -0.6295
H 0.3579 1.2557 -0.8843 0.2 0.0 -0.1 0.3920
H 0.6236 2.5707 -1.6351 0.0 0.0 -0.1 0.3266
O 0.3842 1.6503 -1.7786 -0.1 0.1 0.2 -0.6775
```
Positions in Å, forces in eV/Å.



3.
DFT (ωB97M-V/def2-TZVPD) results for a cluster of 3 separate species, CH7NO4 in total in a non-equilibrium geometry.

Summary:
Charge: +1
2S+1: 2
HOMO energy (spin up / spin down) (eV): -15.89 / -15.89
E_tot (Ha): -397.6612
HOMO-LUMO gap (spin up / spin down) (eV): 10.97 / 5.97
Expectation value of S²: 0.78
Energy above the lowest of the compared OMol25 structures with the same formula, charge and spin (eV): 0.984

```
13
Properties=species:S:1:pos:R:3:forces:R:3:mulliken_charge:R:1
N 0.9239 -1.5455 -0.6997 -2.3 -1.5 0.1 -0.2258
C 1.2388 -0.4246 -1.3964 2.7 1.6 2.0 0.7621
O 1.2995 0.6504 -0.5628 -1.4 -1.4 -2.0 -0.3432
O 1.7626 -0.5011 -2.5400 -1.5 0.1 1.8 -0.1923
H 1.4264 -2.4085 -0.9274 -0.4 0.1 -0.2 0.2984
H -0.0006 -1.6065 -0.0838 2.1 0.3 -1.1 0.3515
H 0.8106 0.3254 0.2392 0.6 0.8 -0.1 0.3337
H -1.5476 -0.8004 2.3480 -0.1 -0.5 0.3 0.3362
H -1.1042 0.3036 1.4574 -0.2 0.6 -0.3 0.3563
O -0.8476 -0.5817 1.7324 0.4 -0.1 -0.6 -0.6572
H -1.9409 2.6077 0.3241 -0.4 -0.1 0.4 0.3137
H -0.6628 2.1398 -0.2584 -0.4 -0.4 0.5 0.3166
O -1.3579 1.8414 0.3673 0.9 0.6 -1.0 -0.6501
```
Positions in Å, forces in eV/Å.



4.
DFT (ωB97M-V/def2-TZVPD) results for a cluster of 2 separate species, CH7NOS2 in total in a non-equilibrium geometry.

Summary:
Charge: +1
2S+1: 2
HOMO energy (spin up / spin down) (eV): -11.87 / -11.87
E_tot (Ha): -968.2688
HOMO-LUMO gap (spin up / spin down) (eV): 5.53 / 2.35
Expectation value of S²: 0.75
Energy above the lowest of the compared OMol25 structures with the same formula, charge and spin (eV): 1.601

```
12
Properties=species:S:1:pos:R:3:forces:R:3:mulliken_charge:R:1
S -1.5728 -0.9609 -4.8443 0.0 3.1 -0.2 0.1942
S -0.0201 0.4565 -4.8440 -0.4 -2.8 0.7 0.2056
H -0.8440 -2.0076 -4.9578 1.5 -1.7 0.3 0.2999
H -0.7088 1.2208 -5.6193 -1.1 1.4 -0.8 0.3003
N -0.4540 0.7431 2.7309 -2.3 1.9 -1.3 -0.5308
C 0.2270 -0.4034 2.5930 3.5 -2.3 -1.7 -0.1107
O 1.7109 -0.1935 2.1213 -3.2 -3.1 -1.1 -0.5830
H -0.4061 1.1815 1.8463 -0.8 0.4 -1.6 0.2461
H -0.0937 1.5028 3.2313 0.9 0.5 2.2 0.2261
H -0.1474 -1.0458 1.7468 0.2 0.9 0.8 0.2059
H 0.1720 -1.0007 3.4683 0.6 -0.5 1.0 0.2726
H 2.1369 0.5072 2.5274 0.9 2.2 1.7 0.2737
```
Positions in Å, forces in eV/Å.



5.
DFT (ωB97M-V/def2-TZVPD) results for a cluster of 2 separate species, CH7NOS2 in total in a non-equilibrium geometry.

Summary:
Charge: +1
2S+1: 2
HOMO energy (spin up / spin down) (eV): -13.48 / -13.08
E_tot (Ha): -968.2994
HOMO-LUMO gap (spin up / spin down) (eV): 7.57 / 4.09
Expectation value of S²: 0.75
Energy above the lowest of the compared OMol25 structures with the same formula, charge and spin (eV): 0.768

```
12
Properties=species:S:1:pos:R:3:forces:R:3:mulliken_charge:R:1
S 0.8861 -1.4285 2.4859 0.0 2.1 0.1 0.1637
S 1.2045 0.6466 2.3133 0.0 -1.9 -0.6 0.1052
H 1.1338 -1.6464 1.1767 0.0 0.1 -0.1 0.3075
H 0.7775 1.0581 3.5123 -0.2 -0.4 0.5 0.3036
N -0.8125 -0.9288 -1.0943 0.8 1.1 1.1 -0.3804
C -0.0510 0.2946 -1.2621 -0.6 1.2 0.6 0.1136
O -0.8540 1.5106 -1.4331 0.5 -3.3 -2.8 -0.4752
H -1.6046 -0.8441 -0.4431 0.4 -0.2 -1.0 0.2300
H -0.9468 -1.4036 -1.9676 -0.6 -0.2 0.0 0.2470
H 0.6914 0.4508 -0.3824 -1.0 -0.1 -1.4 -0.2349
H 0.4449 0.2881 -2.2242 0.6 -0.6 0.2 0.3447
H -0.8693 2.0027 -0.6812 -0.1 2.1 3.4 0.2752
```
Positions in Å, forces in eV/Å.



6.
DFT (ωB97M-V/def2-TZVPD) results for a cluster of 2 separate species, CH7NS2 in total in a non-equilibrium geometry.

Summary:
Structure (SMILES): CSS.N
HOMO energy (eV): -8.28
E_tot (Ha): -893.3758
HOMO-LUMO gap (eV): 8.15
Energy above the lowest of the compared OMol25 structures with the same formula, charge and spin (eV): 1.222

```
11
Properties=species:S:1:pos:R:3:forces:R:3:mulliken_charge:R:1
N -3.1680 0.8069 4.6821 0.8 0.0 0.2 -0.6683
H -2.6260 1.5376 4.2269 -0.5 0.1 -0.3 0.2219
H -2.4077 0.2917 5.1226 -0.4 -0.3 0.2 0.2204
H -3.5370 0.1886 3.9695 0.0 0.1 -0.1 0.2268
C 0.2765 1.8589 -0.7295 2.3 -0.8 1.7 -0.6942
S 0.2920 0.2047 -1.5277 -1.4 -0.3 -1.6 -0.0682
S 1.3279 -1.5844 -0.8766 -0.1 0.6 -0.4 -0.2024
H -0.5014 2.4742 -1.1645 -0.2 -0.4 -0.3 0.2685
H 1.2694 2.3125 -0.8405 -0.4 0.2 -0.3 0.2691
H 0.1531 1.7643 0.3532 -0.4 0.1 -0.2 0.2535
H 1.1704 -2.1044 -2.1604 0.2 0.7 1.1 0.1728
```
Positions in Å, forces in eV/Å.



7.
DFT (ωB97M-V/def2-TZVPD) results for a cluster of 2 separate species, CH7NS2 in total in a non-equilibrium geometry.

Summary:
Charge: +1
2S+1: 2
HOMO energy (spin up / spin down) (eV): -14.27 / -14.22
E_tot (Ha): -893.0570
HOMO-LUMO gap (spin up / spin down) (eV): 8.69 / 5.28
Expectation value of S²: 0.75
Energy above the lowest of the compared OMol25 structures with the same formula, charge and spin (eV): 1.360

```
11
Properties=species:S:1:pos:R:3:forces:R:3:mulliken_charge:R:1
N -2.5628 -0.0073 1.7066 -0.1 1.9 -1.3 -0.6941
H -2.5909 0.8799 2.2100 -0.5 -0.1 0.3 0.3055
H -1.6638 -0.3773 2.0040 0.0 -0.4 -0.7 0.2277
H -2.6511 0.3427 0.6955 0.5 -1.3 1.8 0.2602
C 1.6397 -1.4030 -0.0980 -2.8 -0.1 0.4 -0.7149
S 0.3201 -0.6183 -0.9941 -0.3 1.1 0.4 0.3555
S 0.3355 1.3111 -0.1118 0.1 -1.0 -0.1 -0.0541
H 0.9833 -1.7200 0.7315 0.1 -0.5 0.3 0.3475
H 2.1339 -0.6211 0.3625 2.1 1.2 0.6 0.4053
H 2.0633 -2.2779 -0.5119 0.8 -0.5 -0.8 0.3458
H -0.6641 1.1571 0.8446 0.1 -0.3 -0.8 0.2154
```
Positions in Å, forces in eV/Å.



8.
DFT (ωB97M-V/def2-TZVPD) results for a cluster of 2 separate species, CH7NSi2 in total in a non-equilibrium geometry.

Summary:
HOMO energy (eV): -8.53
E_tot (Ha): -675.8404
HOMO-LUMO gap (eV): 7.70
Energy above the lowest of the compared OMol25 structures with the same formula, charge and spin (eV): 3.554

```
11
Properties=species:S:1:pos:R:3:forces:R:3:mulliken_charge:R:1
C 1.1249 -0.2129 0.9495 -1.9 -0.5 -4.6 -0.5872
N -0.3316 -0.3128 0.8306 0.4 -1.1 0.7 -0.2410
Si -1.2112 -1.6119 0.4706 -0.4 2.9 1.4 0.3787
Si 0.4341 2.0660 -1.5626 0.0 0.0 -1.4 0.1747
H 1.4805 0.0632 1.8458 0.8 1.7 3.3 0.2706
H 1.5804 -1.1507 0.7615 0.8 -1.1 -0.4 0.3010
H 1.3881 0.4579 0.1098 0.7 -0.1 0.9 0.0120
H -2.5249 -1.4094 1.0023 -1.0 -0.1 -0.1 -0.0840
H -1.1388 -2.8327 -0.1807 0.8 -1.9 -1.0 -0.1057
H -0.0347 2.1292 -3.1008 0.2 -0.1 1.1 -0.0676
H -0.7667 2.8141 -1.1261 -0.5 0.3 0.2 -0.0515
```
Positions in Å, forces in eV/Å.



9.
DFT (ωB97M-V/def2-TZVPD) results for a cluster of 2 separate species, CH7O2 in total in a non-equilibrium geometry.

Summary:
Charge: +1
HOMO energy (eV): -17.65
E_tot (Ha): -192.4760
HOMO-LUMO gap (eV): 13.68
Energy above the lowest of the compared OMol25 structures with the same formula, charge and spin (eV): 0.296

```
10
Properties=species:S:1:pos:R:3:forces:R:3:mulliken_charge:R:1
O -0.8684 -0.3490 1.6308 -0.3 0.2 0.4 -0.6727
H -0.8693 -0.2031 2.5890 0.3 0.0 -0.1 0.3364
H -1.8122 -0.4687 1.4453 0.2 0.0 -0.3 0.3397
H 0.2300 0.3956 0.6555 -0.8 0.3 -0.1 0.5219
C 0.3204 0.1709 -1.4571 0.7 0.4 0.9 -0.4212
O 0.9348 0.3661 -0.0627 -0.2 -0.4 0.6 -0.3597
H -0.7516 0.2773 -1.3309 0.0 -0.3 -0.1 0.2799
H 0.7361 1.0168 -1.9872 0.0 -0.1 -0.3 0.2416
H 0.6842 -0.7917 -1.7893 -0.3 0.0 -0.3 0.3037
H 1.3959 -0.4142 0.3066 0.5 0.0 -0.8 0.4304
```
Positions in Å, forces in eV/Å.



10.
DFT (ωB97M-V/def2-TZVPD) results for a cluster of 3 separate species, CH7O2S in total in a non-equilibrium geometry.

Summary:
Charge: -1
HOMO energy (eV): -2.99
E_tot (Ha): -590.9977
HOMO-LUMO gap (eV): 6.94
Energy above the lowest of the compared OMol25 structures with the same formula, charge and spin (eV): 0.398

```
11
Properties=species:S:1:pos:R:3:forces:R:3:mulliken_charge:R:1
C -0.7226 0.9507 -0.7488 -1.3 1.6 0.6 -0.8715
S 0.0282 -0.1363 0.4560 0.7 -0.3 0.0 -0.6771
H -0.2300 1.9278 -0.7703 0.1 0.1 0.3 0.2681
H -0.7035 0.6989 -1.7936 -0.1 -0.9 -0.5 0.2739
H -1.7885 1.1756 -0.4428 0.9 -0.3 -0.5 0.2486
H -2.4323 -2.2828 -0.0489 -0.3 -0.4 0.0 0.3042
H -1.5819 -1.3705 0.7253 -0.3 -0.6 0.8 0.1936
O -2.3018 -2.0821 0.8825 0.5 0.8 -0.6 -0.6405
H 3.4933 0.6851 -1.1936 -2.0 1.4 1.4 0.2921
H 2.1511 1.0455 -0.2654 0.5 -0.7 -0.4 0.2857
O 2.9238 1.4067 -0.7592 1.4 -0.8 -0.9 -0.6771
```
Positions in Å, forces in eV/Å.



Q: Which value of E_tot does entry 2 give?
A: -322.7887 Ha



Q: The lowest E_tot belongs to which entry?
A: number 5



Repeat the first record exactly.
DFT (ωB97M-V/def2-TZVPD) results for a cluster of 3 separate species, CH7NO2 in total in a non-equilibrium geometry.

Summary:
Structure (SMILES): C=N.O.O
HOMO energy (eV): -10.22
E_tot (Ha): -247.4802
HOMO-LUMO gap (eV): 11.02
Energy above the lowest of the compared OMol25 structures with the same formula, charge and spin (eV): 1.064

```
11
Properties=species:S:1:pos:R:3:forces:R:3:mulliken_charge:R:1
C -1.0307 0.3842 -2.6883 -0.7 0.3 1.4 -0.2271
N -1.2877 0.2310 -1.4406 0.9 -0.5 -1.1 -0.4509
H -0.1997 -0.1315 -3.1486 0.4 -0.4 0.4 0.2374
H -1.5142 1.0090 -3.4401 -0.7 0.3 0.4 0.2384
H -2.0742 0.6834 -0.9658 0.1 0.3 -1.0 0.2187
H 1.0328 0.4279 4.1863 0.3 0.9 -0.4 0.3174
H -0.5336 0.0863 4.1643 2.3 -0.4 0.4 0.3276
O 0.3944 -0.2263 4.4163 -2.7 -0.6 0.0 -0.6452
H 1.8333 -0.1234 -0.6660 -1.1 2.7 -1.0 0.2948
H 1.3026 -1.3982 -0.0647 -0.9 -0.2 0.2 0.3226
O 2.0771 -0.9424 -0.3528 2.0 -2.5 0.8 -0.6337
```
Positions in Å, forces in eV/Å.



Q: Among the records above, which one has the highest E_tot?
A: CH7O2